DFT (ωB97M-V/def2-TZVPD) results for C35H30N4O3Ru as an isolated structure in a non-equilibrium geometry.

Each line ends with the Mulliken charge.
Positions of all 73 atoms, in Å:
Ru 0.1745 0.1021 0.7199  1.197
C 1.6108 -1.5281 1.1294  -0.881
C 0.3311 -1.9531 1.5585  -0.192
C -0.1527 -1.0926 2.5648  -0.702
C 0.8578 -0.0927 2.7576  -0.428
C 1.9313 -0.3803 1.8937  -0.556
H 2.2297 -2.0179 0.3957  0.482
H -0.2123 -2.8086 1.1867  0.482
H -1.0704 -1.2056 3.1185  0.518
H 0.8083 0.7126 3.4736  0.631
H 2.8466 0.1873 1.8395  0.631
O -0.9664 -1.4105 -1.0266  -0.311
C -2.1444 -1.3074 -1.7404  -0.485
C -1.6907 1.4489 -3.1092  0.834
O -2.3678 1.4530 -4.0437  -0.433
O -0.9950 1.4593 -2.1744  -0.468
C -2.1252 -1.7378 -3.1119  0.953
C -0.9215 -1.7616 -3.8393  -0.165
C -0.8903 -2.1997 -5.1518  -0.880
C -2.0550 -2.6264 -5.7732  -0.523
C -3.2523 -2.6208 -5.0640  -0.818
C -3.2928 -2.1890 -3.7532  -0.417
C -3.2125 -0.6737 -1.0235  1.327
C -4.2615 -0.0097 -1.6884  -0.668
C -5.2532 0.6351 -0.9727  -0.952
C -5.2310 0.6459 0.4175  -0.565
C -4.2008 -0.0037 1.0887  -0.467
C -3.2032 -0.6552 0.3851  -0.772
H -0.3788 -2.0430 -1.4573  0.285
H -0.0025 -1.4020 -3.3877  -0.062
H 0.0454 -2.2013 -5.6958  0.453
H -2.0318 -2.9702 -6.7980  0.424
H -4.1609 -2.9718 -5.5348  0.418
H -4.2221 -2.2314 -3.2018  0.590
H -4.2765 0.0308 -2.7694  0.535
H -6.0479 1.1418 -1.5043  0.420
H -6.0137 1.1453 0.9721  0.436
H -4.1910 -0.0233 2.1721  0.464
H -2.4274 -1.1865 0.9162  0.513
N 5.5014 1.5095 -8.4631  -0.457
C 5.0511 1.5296 -7.4072  -0.043
C 4.4889 1.5555 -6.0856  0.508
C 5.3144 1.7841 -4.9869  -0.872
C 4.7762 1.8037 -3.7127  -0.574
C 3.4119 1.6085 -3.5462  0.747
C 2.5809 1.3885 -4.6355  -0.213
C 3.1239 1.3538 -5.9076  -0.929
N 2.8592 1.6342 -2.2349  0.221
C 3.2395 2.4495 -1.1921  -0.768
C 2.4167 2.1444 -0.1552  -1.516
N 1.5429 1.1492 -0.5388  0.917
C 1.8288 0.8813 -1.7935  -0.599
H 6.3753 1.9320 -5.1309  0.464
H 5.4176 1.9461 -2.8539  0.509
H 1.5141 1.2694 -4.5004  0.494
H 2.4888 1.1845 -6.7658  0.478
H 4.0286 3.1723 -1.2926  0.511
H 2.3958 2.5633 0.8362  0.872
H 1.3465 0.1367 -2.4008  0.380
N -1.0352 1.8973 0.9971  -0.406
C -0.7255 2.8105 2.0714  0.497
C 0.0512 3.9321 1.8298  -0.527
C 0.3644 4.7858 2.8795  -0.663
C -0.1052 4.5265 4.1574  -0.604
C -0.9027 3.4126 4.3845  -0.598
C -1.2155 2.5523 3.3438  -0.196
H -1.9901 1.5648 1.1214  0.073
H -1.0115 2.4109 0.1201  0.341
H 0.4030 4.1459 0.8268  0.473
H 0.9671 5.6641 2.6900  0.403
H 0.1369 5.1947 4.9721  0.410
H -1.2869 3.2135 5.3760  0.408
H -1.8336 1.6787 3.5178  0.412

Calculated values
2S+1   2
DFT total energy   -51461.5688 eV
Total charge   +1
HOMO energy (alpha / beta)   -9.295 / -10.649 eV
<S²>   0.786
Energy relative to the best compared isomer or geometry (same formula, charge and spin)   0.9 kcal per mole
Frontier orbital gap (alpha / beta)   6.85 / 7.43 eV